This record from the OMol25 dataset describes a 13-piece molecular cluster, C28H85N3O13 overall in a non-equilibrium geometry. The level of theory is the ωB97M-V functional and the def2-TZVPD basis.

Summary:
**Kohn-Sham gap**: 0.3374 Ha
**Total charge**: 0
**HOMO**: -8.997 eV

Each line ends with the Mulliken charge.
Atoms and positions in Å:
O (-2.0767, 5.0376, -1.6809)  -0.632
H (-2.8351, 5.2826, -2.2110)  0.296
H (-2.1439, 4.0871, -1.5906)  0.304
O (1.6809, 5.6931, -1.3569)  -0.606
H (0.7240, 5.6681, -1.3481)  0.304
H (1.8956, 6.5013, -1.8226)  0.295
C (7.3052, -3.6982, -3.8137)  -1.071
C (6.3451, -4.7412, -3.2592)  -0.107
O (6.5763, -5.1273, -1.9342)  -0.537
H (7.5527, -2.8113, -3.2304)  0.322
H (7.1743, -3.5235, -4.8816)  0.332
H (8.2753, -4.1946, -3.7871)  0.285
H (6.3745, -5.6192, -3.9044)  0.265
H (5.3616, -4.2776, -3.3364)  0.204
H (6.1672, -5.9599, -1.6872)  0.308
C (-0.8815, -1.1907, -8.2852)  -0.968
C (-0.0966, -2.4638, -8.4032)  -0.181
O (0.4015, -2.5349, -9.7511)  -0.516
H (-0.3703, -0.3598, -8.7714)  0.313
H (-1.0717, -1.0991, -7.2158)  0.282
H (-1.8577, -1.3776, -8.7327)  0.256
H (-0.7162, -3.3199, -8.1365)  0.265
H (0.6990, -2.4333, -7.6587)  0.261
H (1.0122, -3.2755, -9.7641)  0.289
C (-5.4659, 6.3567, 2.5082)  -0.858
C (-4.8960, 4.9857, 2.0438)  -0.288
O (-3.4757, 5.1754, 2.0777)  -0.500
H (-4.8835, 6.7664, 3.3335)  0.258
H (-6.4531, 6.2407, 2.9556)  0.326
H (-5.4328, 7.0326, 1.6537)  0.262
H (-5.3029, 4.5001, 1.1568)  0.244
H (-5.0985, 4.1685, 2.7361)  0.265
H (-3.2557, 5.5400, 1.2172)  0.301
C (-4.8046, 3.1242, -5.3834)  -1.046
C (-5.2356, 3.0655, -3.9184)  0.180
O (-5.5029, 4.3153, -3.3809)  -0.530
H (-4.6148, 4.1359, -5.7420)  0.354
H (-5.5612, 2.5548, -5.9232)  0.299
H (-3.9125, 2.5230, -5.5592)  0.259
H (-4.3664, 2.7026, -3.3698)  -0.016
H (-6.0170, 2.3448, -3.6775)  0.218
H (-5.8543, 4.8689, -4.0822)  0.280
C (0.2850, -4.2753, 4.7802)  -0.527
C (1.1053, -5.2392, 5.4633)  -0.352
O (0.2101, -5.8930, 6.3888)  -0.520
H (-0.4921, -4.7546, 4.1848)  0.289
H (0.9376, -3.6056, 4.2200)  0.271
H (-0.1114, -3.6601, 5.5879)  -0.033
H (1.9150, -4.8396, 6.0740)  0.326
H (1.5530, -6.0553, 4.8961)  0.249
H (0.6109, -5.8005, 7.2562)  0.295
C (5.1399, 2.7661, -5.3138)  -1.163
C (4.8186, 3.9910, -4.3421)  -0.169
O (4.8644, 5.0406, -5.2764)  -0.502
H (6.1778, 2.9024, -5.6178)  0.325
H (4.6075, 2.5540, -6.2410)  0.328
H (5.2820, 1.8945, -4.6748)  0.346
H (5.5790, 4.1704, -3.5820)  0.312
H (3.7685, 3.9295, -4.0567)  0.238
H (4.9176, 5.8015, -4.6934)  0.284
C (-6.6215, -2.7246, -1.3717)  -0.969
C (-6.6089, -1.2740, -0.9517)  -0.067
O (-5.5525, -1.1967, 0.0051)  -0.511
H (-6.8983, -3.3757, -0.5425)  0.334
H (-5.6295, -2.9182, -1.7799)  0.192
H (-7.4486, -3.0082, -2.0225)  0.340
H (-7.5131, -0.9931, -0.4116)  0.239
H (-6.4101, -0.5542, -1.7456)  0.171
H (-5.7465, -1.7085, 0.7938)  0.275
C (-0.5267, -5.3160, -0.7404)  -0.845
C (-1.5754, -5.3794, -1.8817)  -0.179
O (-0.8260, -5.2480, -3.0492)  -0.510
H (-0.9837, -5.5297, 0.2258)  0.312
H (-0.0004, -4.3641, -0.6692)  0.194
H (0.2280, -6.0938, -0.8568)  0.283
H (-2.2575, -4.5662, -1.6337)  0.105
H (-2.1733, -6.2904, -1.9102)  0.333
H (-0.6671, -4.3033, -3.1103)  0.319
C (-0.2254, 0.1217, 0.5967)  -1.393
C (-0.6288, 0.7575, -0.7398)  0.690
C (-0.8177, -0.2257, -1.8873)  -0.918
O (0.3082, -1.0749, -2.1957)  -0.345
C (1.5934, -0.5799, -2.5223)  -0.600
N (-1.9156, 1.3762, -0.4528)  -0.516
H (0.0923, 0.8830, 1.3091)  0.464
H (0.6701, -0.4639, 0.3887)  0.280
H (-0.8452, -0.6784, 1.0013)  0.340
H (0.1079, 1.5305, -0.9583)  0.200
H (-1.0956, 0.3437, -2.7743)  0.333
H (-1.6167, -0.9122, -1.6073)  0.311
H (1.8215, 0.1275, -1.7250)  0.174
H (1.6334, 0.0950, -3.3772)  0.328
H (2.3539, -1.3492, -2.6563)  0.235
H (-2.6722, 0.7074, -0.4740)  0.187
H (-1.7972, 1.6643, 0.5080)  0.240
C (-0.4586, 0.2141, 6.3710)  -1.259
C (-1.8934, 0.0755, 6.6564)  0.642
C (-1.9523, -0.8651, 7.9606)  -0.744
O (-1.3654, -0.2204, 9.1387)  -0.350
C (-0.7995, -1.1588, 10.0730)  -0.721
N (-2.5129, 1.3881, 6.9623)  -0.721
H (0.1872, 0.1605, 7.2474)  0.278
H (-0.3446, 1.2283, 5.9882)  0.313
H (-0.0144, -0.4147, 5.5994)  0.279
H (-2.3340, -0.5152, 5.8533)  0.271
H (-1.4468, -1.8206, 7.8211)  0.246
H (-2.9861, -1.1927, 8.0709)  0.419
H (-0.2429, -0.4726, 10.7114)  0.246
H (-0.1829, -1.9609, 9.6672)  0.286
H (-1.6526, -1.6851, 10.5011)  0.316
H (-2.1989, 2.1929, 6.4391)  0.230
H (-2.4291, 1.5821, 7.9499)  0.272
C (3.4699, 2.6953, 3.2274)  -1.338
C (4.7395, 2.2694, 2.4668)  0.456
C (4.7349, 0.9033, 1.8304)  -0.478
O (4.7416, -0.1596, 2.7846)  -0.321
C (4.8161, -1.4513, 2.2210)  -0.672
N (5.0464, 3.3491, 1.4935)  -0.654
H (2.5544, 2.9135, 2.6777)  0.281
H (3.7979, 3.6485, 3.6421)  0.363
H (3.1553, 2.0353, 4.0359)  0.351
H (5.5944, 2.2983, 3.1425)  0.293
H (5.6161, 0.8388, 1.1920)  0.387
H (3.8923, 0.8448, 1.1414)  0.028
H (5.6512, -1.5452, 1.5267)  0.314
H (3.9176, -1.8318, 1.7352)  0.237
H (4.9778, -2.1306, 3.0579)  0.248
H (5.4279, 4.1745, 1.9332)  0.263
H (4.2086, 3.5435, 0.9640)  0.246